DFT (ωB97M-V/def2-TZVPD) results for a 15-piece molecular cluster, C45H120O15 overall at a distorted geometry.

Results
E_tot	-2915.02321	Eh
strongest force on any atom	0.0618	Eh/bohr
2S+1	1
HOMO	-9.51	eV
HOMO-LUMO gap	9.868	eV
relative energy (zero: lowest compared OMol25 entry of this formula, charge and spin)	435.31	kJ/mol

Each line ends with the Löwdin charge.
Element x y z (Å)
C  7.185  0.913  -0.010  -0.06
C  7.036  2.192  -0.772  -0.49
C  7.427  2.049  -2.182  -0.06
O  5.600  2.527  -0.708  -0.10
H  6.703  0.996  0.980  0.07
H  8.233  0.578  0.085  0.10
H  6.626  0.191  -0.594  0.08
H  7.547  3.009  -0.230  0.15
H  8.518  1.822  -2.331  0.11
H  7.240  3.059  -2.615  0.10
H  6.851  1.286  -2.687  0.07
H  5.379  2.948  0.148  0.10
C  3.815  -4.129  -1.071  -0.01
C  3.436  -2.853  -1.905  -0.42
C  2.772  -3.135  -3.236  -0.05
O  2.474  -2.068  -1.149  -0.11
H  3.591  -4.032  0.014  0.08
H  4.858  -4.265  -1.226  0.06
H  3.318  -4.967  -1.407  0.04
H  4.295  -2.213  -2.066  0.12
H  1.960  -3.926  -3.162  0.11
H  3.495  -3.503  -3.972  0.09
H  2.368  -2.220  -3.585  0.04
H  2.736  -1.159  -1.437  0.07
C  -1.651  -1.470  -5.877  -0.06
C  -0.743  -2.656  -5.746  -0.51
C  0.697  -2.194  -5.996  -0.06
O  -0.923  -3.220  -4.489  -0.04
H  -1.494  -0.854  -6.764  0.08
H  -1.421  -0.900  -5.028  0.06
H  -2.740  -1.690  -5.862  0.09
H  -0.947  -3.474  -6.512  0.15
H  1.043  -1.466  -5.287  0.05
H  0.700  -1.736  -6.975  0.07
H  1.463  -2.988  -5.962  0.08
H  -1.797  -3.070  -4.167  0.03
C  -1.935  2.434  4.933  -0.03
C  -0.798  1.454  4.661  -0.43
C  -1.209  -0.024  4.692  -0.03
O  -0.224  1.779  3.357  -0.11
H  -2.690  2.297  4.192  0.06
H  -1.543  3.430  4.886  0.07
H  -2.474  2.152  5.825  0.08
H  0.022  1.611  5.340  0.13
H  -0.412  -0.597  4.284  0.04
H  -2.014  -0.203  3.947  0.09
H  -1.568  -0.389  5.614  0.07
H  0.752  1.663  3.504  0.06
C  -0.623  -6.406  -0.220  -0.03
C  -1.704  -5.378  -0.159  -0.52
C  -3.156  -5.899  0.110  -0.04
O  -1.501  -4.418  0.819  -0.07
H  0.270  -5.814  -0.436  0.08
H  -0.728  -7.110  -1.046  0.09
H  -0.491  -6.881  0.713  0.07
H  -1.802  -4.875  -1.120  0.12
H  -3.630  -6.466  -0.737  0.09
H  -3.764  -5.012  0.355  0.06
H  -3.071  -6.544  0.959  0.06
H  -0.703  -3.857  0.697  0.06
C  -3.499  -3.992  3.770  -0.05
C  -2.178  -4.165  4.488  -0.54
C  -2.349  -4.360  5.950  -0.04
O  -1.445  -5.245  3.927  -0.09
H  -3.944  -3.029  4.228  0.10
H  -4.210  -4.770  3.915  0.07
H  -3.476  -3.862  2.691  0.06
H  -1.635  -3.266  4.221  0.11
H  -3.094  -5.021  6.274  0.06
H  -2.553  -3.353  6.296  0.08
H  -1.337  -4.669  6.330  0.10
H  -1.545  -5.282  2.909  0.10
C  2.431  -4.259  3.289  -0.02
C  1.517  -3.015  3.587  -0.45
C  1.506  -2.782  5.086  -0.06
O  2.020  -1.840  2.962  -0.08
H  2.072  -5.129  3.777  0.06
H  3.353  -3.996  3.769  0.06
H  2.677  -4.387  2.205  0.07
H  0.458  -3.211  3.325  0.12
H  1.081  -3.656  5.623  0.09
H  0.900  -1.932  5.440  0.07
H  2.471  -2.550  5.475  0.07
H  1.485  -1.729  2.141  0.08
C  2.916  1.012  -4.485  -0.04
C  3.714  1.606  -3.277  -0.45
C  3.146  2.957  -2.883  -0.06
O  3.609  0.654  -2.212  -0.07
H  1.836  1.109  -4.262  0.09
H  3.222  0.008  -4.729  0.06
H  3.183  1.595  -5.338  0.06
H  4.751  1.767  -3.596  0.12
H  3.238  3.688  -3.674  0.08
H  3.576  3.430  -1.989  0.07
H  2.114  2.888  -2.569  0.07
H  4.060  1.022  -1.445  0.06
C  -5.772  -0.346  3.135  -0.06
C  -5.346  0.363  1.883  -0.51
C  -6.437  0.622  0.816  -0.05
O  -4.723  1.575  2.241  -0.07
H  -6.399  0.278  3.780  0.09
H  -4.899  -0.612  3.677  0.04
H  -6.253  -1.339  2.906  0.10
H  -4.581  -0.282  1.365  0.13
H  -5.999  1.350  0.112  0.06
H  -7.345  1.059  1.233  0.07
H  -6.790  -0.226  0.231  0.06
H  -4.052  1.880  1.565  0.09
C  1.404  4.258  0.884  -0.03
C  0.520  4.763  2.085  -0.50
C  0.260  6.271  1.970  -0.07
O  -0.786  4.309  2.135  -0.07
H  1.678  3.186  0.806  0.05
H  2.380  4.717  0.963  0.06
H  1.002  4.578  -0.070  0.06
H  1.009  4.610  3.027  0.12
H  1.145  6.868  1.615  0.08
H  -0.012  6.564  3.025  0.09
H  -0.605  6.488  1.282  0.09
H  -0.872  3.410  2.483  0.05
C  -5.687  -3.374  -1.796  -0.04
C  -4.816  -2.600  -2.787  -0.43
C  -4.532  -1.145  -2.410  -0.06
O  -3.551  -3.303  -3.032  -0.07
H  -5.113  -3.843  -0.953  0.08
H  -6.084  -4.223  -2.289  0.07
H  -6.454  -2.744  -1.345  0.08
H  -5.494  -2.546  -3.677  0.14
H  -4.117  -1.019  -1.379  0.08
H  -5.516  -0.687  -2.433  0.08
H  -3.849  -0.653  -3.052  0.06
H  -3.414  -3.818  -2.226  0.06
C  -0.046  0.065  0.492  -0.05
C  -0.725  -1.229  0.096  -0.39
C  -1.108  -1.135  -1.423  -0.02
O  0.136  -2.376  0.423  -0.11
H  -0.671  0.940  0.389  0.06
H  0.961  0.291  -0.058  0.11
H  0.262  0.005  1.599  0.08
H  -1.618  -1.435  0.689  0.14
H  -0.245  -1.095  -2.058  0.07
H  -1.731  -0.256  -1.499  0.05
H  -1.742  -1.986  -1.754  0.07
H  0.931  -2.329  -0.190  0.08
C  -1.978  2.826  -1.983  -0.03
C  -3.056  2.900  -0.874  -0.43
C  -4.177  3.880  -1.239  -0.05
O  -3.644  1.596  -0.670  -0.10
H  -1.187  2.157  -1.751  0.05
H  -1.622  3.781  -2.275  0.06
H  -2.418  2.425  -2.873  0.07
H  -2.574  3.181  0.098  0.14
H  -5.039  3.871  -0.576  0.08
H  -4.527  3.614  -2.247  0.08
H  -3.785  4.887  -1.351  0.08
H  -4.175  1.303  -1.419  0.06
C  4.682  1.048  4.126  -0.03
C  3.476  1.447  3.226  -0.47
C  3.715  1.010  1.763  -0.03
O  2.327  0.881  3.754  -0.08
H  5.561  1.569  3.770  0.07
H  4.795  -0.026  3.938  0.09
H  4.477  1.317  5.160  0.08
H  3.223  2.507  3.234  0.13
H  2.915  1.376  1.104  0.06
H  3.659  -0.062  1.755  0.08
H  4.626  1.350  1.357  0.02
H  2.210  -0.086  3.609  0.08
C  1.437  8.192  -4.478  -0.06
C  0.408  7.270  -3.927  -0.51
C  0.448  7.100  -2.423  -0.04
O  -0.919  7.669  -4.247  -0.04
H  2.425  7.651  -4.616  0.11
H  1.541  9.016  -3.883  0.05
H  1.236  8.472  -5.510  0.08
H  0.618  6.353  -4.420  0.11
H  1.436  6.973  -2.016  0.07
H  -0.094  6.146  -2.209  0.08
H  -0.022  7.912  -1.896  0.08
H  -1.027  8.084  -5.087  0.07

DFT (ωB97M-V/def2-TZVPD) results for C2H5NO2 as an isolated structure at a distorted geometry.

Results
E_tot	-284.27096	Eh
strongest force on any atom	0.1295	Eh/bohr
2S+1	1
HOMO	-10.13	eV
HOMO-LUMO gap	11.032	eV
relative energy (zero: lowest compared OMol25 entry of this formula, charge and spin)	515.66	kJ/mol

Each line ends with the natural charge from an NBO analysis.
Element x y z (Å)
C  -1.450  0.551  0.063  -0.13
C  0.041  0.763  0.015  0.05
H  -0.811  -1.209  0.691  0.47
H  -1.624  0.993  -0.839  0.19
H  -2.086  0.994  0.847  0.20
H  0.216  1.822  -0.411  0.18
H  2.720  -0.857  -0.418  0.50
N  0.854  -0.216  0.163  -0.16
O  -1.720  -0.906  -0.160  -0.71
O  2.228  -0.108  -0.025  -0.58

Question: Look up the 2S+1 of the second one.
Answer: 1